# 1
Below is a molecular structure, C11H14N7PtS3, with properties calculated with ωB97M-V/def2-TZVPD.

Geometry as XYZ:
```
36
C11H14N7PtS3 | the OMol25 dataset | ωB97M-V/def2-TZVPD
Pt -0.2128 -0.0279 0.1061
C -2.3636 4.0725 2.9099
S -0.5878 3.7019 2.9369
C -0.6377 2.1435 2.1242
S -0.8077 2.1909 0.3630
N -0.4228 1.0572 2.7857
N -0.2854 -0.0418 2.0950
C -0.1420 -1.2460 2.6587
C 0.0042 -2.3263 1.7786
C 0.2569 -3.6536 2.1928
C 0.3426 -4.6548 1.2649
C 0.1724 -4.3373 -0.0924
C -0.0401 -3.0268 -0.4561
N -0.1093 -2.0385 0.4347
H -2.5037 5.0217 3.4148
H -2.8884 3.2819 3.4399
H -2.6970 4.1410 1.8783
H -0.1660 -1.3408 3.7330
H 0.3856 -3.8413 3.2455
H 0.5326 -5.6726 1.5679
H 0.2129 -5.1029 -0.8472
H -0.1652 -2.7505 -1.4975
C 5.2789 0.0288 -1.1955
C 4.0082 0.0156 -1.9451
N 3.8777 0.0068 -3.2278
N 2.5571 0.0047 -3.4835
C 1.8218 0.0056 -2.3541
S 0.1519 -0.0347 -2.2767
N 2.7579 0.0192 -1.3448
N 2.4595 0.0290 0.0098
H 6.0992 0.0387 -1.9066
H 5.3697 -0.8514 -0.5579
H 5.3430 0.9161 -0.5647
H 2.2183 0.0037 -4.4354
H 2.7303 0.9082 0.4520
H 2.9074 -0.7461 0.4986
```

Summary:
HOMO level (spin up / spin down), Eh: -0.3973 / -0.3972
E_LUMO (spin up / spin down), eV: -4.697 / -4.697
Gap between HOMO and LUMO (spin up / spin down), eV: 6.11 / 6.11
Net charge: +1

---

# 2
Below is 16 unconnected molecules or ions with the total composition C16H64N32O16, with properties calculated with ωB97M-V/def2-TZVPD.

Geometry as XYZ:
```
128
C16H64N32O16 | the OMol25 dataset | ωB97M-V/def2-TZVPD
C 11.5988 -2.4080 -18.9017
O 12.0003 -1.3817 -19.4580
N 10.4857 -2.4777 -18.2676
N 12.0093 -3.6138 -18.9922
H 10.4060 -3.3102 -17.7012
H 10.0844 -1.6131 -17.9336
H 11.4866 -4.3459 -18.5330
H 12.7906 -3.7865 -19.6085
C 9.2866 -10.8709 -18.1141
O 8.6442 -10.6235 -19.1514
N 8.8561 -11.3385 -17.0115
N 10.5479 -10.6875 -18.0024
H 9.3653 -11.7154 -16.2249
H 7.8605 -11.2899 -16.8483
H 11.1090 -10.9569 -17.2070
H 10.9718 -10.2858 -18.8265
C 9.1943 -6.6034 -21.4494
O 8.1506 -6.5983 -20.8113
N 10.3001 -5.9931 -21.1091
N 9.2765 -7.0741 -22.6387
H 10.4391 -5.8758 -20.1156
H 11.1036 -6.2308 -21.6731
H 10.1193 -6.9289 -23.1760
H 8.5108 -7.6122 -23.0185
C 11.6741 -4.1456 -28.7510
O 11.7174 -3.0613 -29.2116
N 11.6891 -5.1927 -29.5502
N 11.5744 -4.4512 -27.5000
H 11.9081 -4.8230 -30.4642
H 12.1294 -6.0004 -29.1333
H 11.1784 -3.8291 -26.8099
H 11.5420 -5.4544 -27.3877
C 13.2871 -8.1824 -17.8021
O 13.2830 -8.2341 -18.9861
N 12.5000 -7.4294 -17.0459
N 14.1480 -8.8388 -17.0402
H 11.6466 -7.0525 -17.4330
H 12.5691 -7.4242 -16.0383
H 14.3116 -8.5643 -16.0821
H 14.8276 -9.3274 -17.6055
C 6.3397 -3.4843 -21.0235
O 5.5305 -2.5491 -21.0811
N 7.4634 -3.4196 -20.4048
N 6.0885 -4.6497 -21.4898
H 8.2234 -4.0375 -20.6513
H 7.5147 -2.7142 -19.6837
H 5.1752 -4.9308 -21.8170
H 6.8756 -5.2805 -21.4392
C 12.9078 -7.3978 -23.3608
O 12.3691 -6.3137 -22.9850
N 12.4929 -8.1068 -24.4449
N 13.8297 -7.9915 -22.6451
H 12.6202 -9.0824 -24.6731
H 11.9195 -7.6141 -25.1147
H 13.9263 -7.5987 -21.7196
H 14.1097 -8.8738 -23.0490
C 14.6879 -6.2843 -28.1614
O 15.3066 -5.7074 -27.2861
N 13.6052 -7.0564 -27.9002
N 14.9027 -6.1286 -29.4356
H 13.1479 -7.1108 -27.0013
H 13.1628 -7.4689 -28.7091
H 14.5580 -6.8141 -30.0924
H 15.7921 -5.6686 -29.5675
C 10.2811 -11.0210 -22.2413
O 10.7818 -10.7407 -23.3073
N 9.2566 -10.4116 -21.6661
N 10.7399 -11.9835 -21.5824
H 8.8255 -9.6443 -22.1617
H 9.1387 -10.5401 -20.6713
H 11.5901 -12.4245 -21.9029
H 10.2215 -12.4420 -20.8467
C 4.4883 -7.5522 -19.0325
O 3.9664 -7.0445 -19.9847
N 4.2398 -7.2931 -17.7451
N 5.2774 -8.4888 -19.1934
H 3.2855 -7.1212 -17.4625
H 4.7018 -7.9146 -17.0968
H 5.5783 -8.8660 -20.0807
H 5.8317 -8.8243 -18.4185
C 12.2151 -2.1190 -23.5635
O 12.3827 -2.0563 -24.7943
N 11.9310 -3.2196 -22.9520
N 12.1743 -1.0574 -22.8484
H 11.7290 -3.1842 -21.9630
H 11.7720 -4.0807 -23.4553
H 12.3471 -0.2221 -23.3893
H 12.1037 -0.8455 -21.8634
C 16.3802 -4.7914 -23.5624
O 17.1923 -3.9166 -23.6968
N 15.2832 -4.8375 -24.1403
N 16.4401 -5.7363 -22.7328
H 14.4298 -4.9999 -23.6252
H 15.2625 -4.1961 -24.9202
H 15.5606 -6.2022 -22.5609
H 17.2621 -5.9426 -22.1833
C 6.0059 -3.6562 -16.9790
O 7.0730 -3.3270 -16.6064
N 5.8034 -4.6825 -17.7233
N 4.8986 -3.0498 -16.7274
H 4.9120 -5.0475 -18.0269
H 6.6665 -5.0686 -18.0784
H 4.9055 -2.2758 -16.0786
H 4.1749 -3.6149 -17.1481
C 8.9593 -6.3581 -17.3235
O 9.9084 -5.7525 -17.8890
N 8.1717 -7.1195 -17.9504
N 8.7214 -6.4020 -16.0559
H 7.7732 -7.8719 -17.4072
H 8.2845 -7.0808 -18.9533
H 9.2807 -5.9260 -15.3626
H 7.9152 -6.9253 -15.7455
C 6.4259 -9.3548 -23.9400
O 6.5544 -8.1369 -24.3463
N 5.8750 -9.6568 -22.7557
N 6.8448 -10.4076 -24.5446
H 6.1811 -10.5438 -22.3819
H 5.5671 -8.9782 -22.0739
H 6.7461 -11.3646 -24.2370
H 7.2898 -10.1799 -25.4223
C 9.7405 -7.3715 -25.9736
O 10.8078 -6.8837 -26.4052
N 9.7158 -8.5978 -25.4689
N 8.5755 -6.8042 -25.8793
H 8.8017 -9.0214 -25.5405
H 10.5302 -9.1694 -25.2954
H 8.4902 -5.8582 -26.2227
H 7.7145 -7.2209 -25.5551
```

Summary:
HOMO level, Eh: -0.2970
E_LUMO, eV: -1.204
Gap between HOMO and LUMO, eV: 6.88

---

# 3
Below is a molecular structure, C3H14KN5S, with properties calculated with ωB97M-V/def2-TZVPD.

Geometry as XYZ:
```
24
C3H14KN5S | the OMol25 dataset | ωB97M-V/def2-TZVPD
K -0.7157 0.8408 -1.0991
N -3.2665 0.7197 1.0144
N -3.1334 -0.2069 2.0562
C -1.9519 -0.7032 2.4635
N -1.9439 -1.3993 3.6045
S -0.5138 -0.5037 1.6314
H -3.3710 1.6608 1.3982
H -4.1159 0.5165 0.4907
H -3.9284 -0.3552 2.6760
H -2.7426 -1.4777 4.2120
H -1.0827 -1.8206 3.9094
N 5.6298 -0.7748 1.1029
C 4.4367 -1.6486 1.3326
C 3.1212 -0.9427 0.9466
N 2.8185 -0.8614 -0.4611
H 6.5006 -1.2478 1.3820
H 5.5412 0.0921 1.6512
H 5.7103 -0.5239 0.1085
H 4.4022 -1.9066 2.3898
H 4.5642 -2.5652 0.7568
H 3.1151 0.0667 1.3691
H 2.3044 -1.4902 1.4185
H 2.6368 -1.7751 -0.8581
H 3.5449 -0.4052 -1.0000
```

Summary:
HOMO level, Eh: -0.5224
E_LUMO, eV: -5.782
Gap between HOMO and LUMO, eV: 8.43
Net charge: +2

---

# 4
Below is a molecular structure, C24H45Cl3N3O4SiSr, with properties calculated with ωB97M-V/def2-TZVPD.

Geometry as XYZ:
```
81
C24H45Cl3N3O4SiSr | the OMol25 dataset | ωB97M-V/def2-TZVPD
C 0.9043 4.7164 -6.6539
C 2.1448 4.5440 -7.4109
H 0.7258 5.7584 -6.4069
H 0.9282 4.1343 -5.7128
H -0.0004 4.3469 -7.2355
C 2.8035 5.4953 -8.1305
C 2.3392 6.8869 -8.3058
H 3.7203 5.2197 -8.6178
H 1.9037 7.3092 -7.4034
H 1.5913 6.9740 -9.1124
H 3.1942 7.5557 -8.6086
Sr -0.2132 -0.0644 -0.0408
Cl -0.4175 1.3954 -2.0377
C 1.1251 -1.4942 -2.2480
O 1.5110 -1.2387 -1.1317
N 1.9549 -2.1343 -3.0093
C 3.3732 -2.1836 -2.6876
C 1.5160 -2.8212 -4.1880
H 0.1307 -1.2170 -2.6921
H 3.5237 -1.8903 -1.6377
H 3.9375 -1.4772 -3.3464
H 3.7661 -3.1934 -2.8594
H 0.4108 -2.7614 -4.2507
H 1.8104 -3.8834 -4.1523
H 1.9460 -2.3632 -5.0931
H 1.5416 -3.8758 3.3879
H -1.0946 -4.1428 4.1020
C 1.3327 -2.8391 3.7200
C -1.0873 -3.0456 4.1910
N -0.0403 -2.4671 3.3904
H 2.0221 -2.1498 3.2150
C -0.2967 -1.6812 2.4016
O 0.6589 -1.2516 1.7733
H -2.0621 -2.6542 3.8391
H -1.3731 -1.4306 2.2091
H 1.4820 -2.7938 4.8079
H -0.9595 -2.7765 5.2500
H 0.0343 4.8425 0.3625
H 1.8689 3.8117 -1.3147
C 0.6751 4.4873 1.1995
C 2.4395 3.7721 -0.3686
N 1.5701 3.4786 0.7349
H 0.0230 4.0907 1.9916
C 1.4614 2.2069 1.1689
O 1.8134 1.2915 0.4890
H 3.2185 2.9885 -0.4632
H 1.1413 2.1036 2.2237
H 1.2471 5.3439 1.5865
H 2.9162 4.7546 -0.1992
O 3.7081 3.0636 -6.2621
C 2.7880 3.1471 -7.3513
C 4.8498 2.9041 -8.8061
C 3.4691 2.7868 -8.6500
H 5.4556 3.2415 -7.9581
C 5.4386 2.5846 -10.0321
H 1.9638 2.4310 -7.1817
C 2.6761 2.3558 -9.7300
H 6.5156 2.6761 -10.1397
C 4.6525 2.1541 -11.0969
C 3.2736 2.0429 -10.9385
H 1.5982 2.2906 -9.5910
H 5.1178 1.9049 -12.0523
H 2.6491 1.7052 -11.7659
Si 3.8728 1.7547 -5.2353
Cl -1.4204 1.3937 1.5383
C 5.5600 1.9575 -4.5123
C 3.7413 0.1631 -6.2030
C 2.5896 1.7917 -3.9123
H 6.3152 2.2152 -5.2824
H 5.9038 1.0313 -4.0090
H 5.5795 2.7678 -3.7555
H 2.6404 2.7196 -3.2985
H 2.7067 0.9424 -3.2004
H 1.5496 1.7281 -4.3018
H 4.3707 0.1729 -7.1197
H 2.7014 -0.0623 -6.5220
H 4.0827 -0.6979 -5.5882
Cl -3.5325 -1.1113 0.3023
C -2.2938 -1.6053 -0.5997
H -1.9669 -2.6341 -0.3525
H -2.4431 -1.4764 -1.6614
```

Summary:
HOMO level, Eh: -0.0766
E_LUMO, eV: 2.254
Gap between HOMO and LUMO, eV: 4.34
Net charge: -1

---

# 5
Below is a molecular structure, C39H53AsNO7P2RuS2, with properties calculated with ωB97M-V/def2-TZVPD.

Geometry as XYZ:
```
106
C39H53AsNO7P2RuS2 | the OMol25 dataset | ωB97M-V/def2-TZVPD
Ru -0.2070 0.2272 -0.4827
O -3.2517 -1.6159 1.9388
C -2.1651 -1.4764 1.4116
O -1.8253 -0.4090 0.7437
C -1.1239 -2.6089 1.4494
C -0.7497 -3.0316 0.0165
C -0.0937 -4.4072 -0.0095
C 1.2825 -4.1001 0.6272
C 1.1893 -2.5889 0.8382
O 0.3706 -2.1615 -0.2748
C 0.2888 -2.2414 2.0231
C 0.4434 -0.7686 2.4399
O 0.2245 -0.4511 3.5975
O 0.8534 0.0541 1.5161
H -1.5799 -3.4275 2.0027
H -1.5234 -2.8714 -0.7276
H 0.0155 -4.7408 -1.0409
H -0.6750 -5.1491 0.5358
H 2.0995 -4.3490 -0.0485
H 1.4421 -4.6191 1.5721
H 2.1362 -2.0577 0.8183
H 0.5137 -2.8440 2.9022
C -2.4351 2.1891 3.3787
C -0.9996 2.3888 2.9140
As -0.7450 2.4589 0.9814
C -2.0490 3.8192 0.4295
C -3.4399 3.2453 0.1685
C 0.9694 3.4331 0.9316
C 0.8791 4.9499 1.0354
H -2.4571 2.1015 4.4661
H -2.8554 1.2692 2.9686
H -3.0826 3.0221 3.1045
H -0.3757 1.5654 3.2637
H -0.5759 3.3250 3.2914
H -1.6594 4.2862 -0.4748
H -2.0728 4.5823 1.2122
H -3.3964 2.4355 -0.5577
H -4.1028 4.0186 -0.2252
H -3.8929 2.8503 1.0751
H 1.4875 3.1447 0.0158
H 1.5337 3.0156 1.7690
H 0.4006 5.3844 0.1571
H 1.8738 5.3919 1.1215
H 0.3085 5.2626 1.9118
S -1.1723 -2.2228 -5.4030
P -2.2611 -1.7365 -3.8568
S -1.2956 -0.5896 -2.4610
C -3.7250 -0.7459 -4.3091
C -4.2873 -0.9271 -5.5691
C -5.4239 -0.2197 -5.9311
C -6.0038 0.6698 -5.0379
C -5.4436 0.8540 -3.7816
C -4.3046 0.1527 -3.4179
C -2.9688 -3.1496 -2.9588
C -3.7727 -2.9245 -1.8403
C -4.2947 -3.9938 -1.1346
C -4.0265 -5.2933 -1.5499
C -3.2380 -5.5194 -2.6665
C -2.7088 -4.4481 -3.3753
H -3.8193 -1.6110 -6.2657
H -5.8554 -0.3624 -6.9135
H -6.8904 1.2219 -5.3221
H -5.8879 1.5513 -3.0830
H -3.8474 0.3266 -2.4518
H -3.9544 -1.9162 -1.4904
H -4.8915 -3.8100 -0.2512
H -4.4320 -6.1304 -0.9961
H -3.0282 -6.5318 -2.9870
H -2.0824 -4.6082 -4.2441
C 3.5354 0.5976 0.3794
P 2.4029 0.3842 -1.0253
C 3.1088 1.5869 -2.2108
C 2.8818 -1.1919 -1.8109
C 2.1774 -1.5999 -2.9423
C 2.4751 -2.8010 -3.5625
C 3.4819 -3.6123 -3.0561
C 4.1891 -3.2155 -1.9319
C 3.8908 -2.0100 -1.3108
H 3.2552 -0.0424 1.2117
H 3.4475 1.6300 0.7193
H 4.5641 0.4175 0.0648
H 2.5948 1.5049 -3.1659
H 4.1663 1.3597 -2.3553
H 2.9997 2.6027 -1.8337
H 1.3594 -1.0021 -3.3267
H 1.8958 -3.1079 -4.4227
H 3.7089 -4.5567 -3.5335
H 4.9725 -3.8456 -1.5303
H 4.4429 -1.7276 -0.4231
O -1.6443 2.3167 -2.1120
C -0.8780 2.7483 -2.9358
O 0.4282 2.8467 -2.6999
C -1.2849 3.1589 -4.3484
N -0.0723 3.4758 -5.1296
C 0.0966 2.3869 -6.1148
C -1.3169 1.9148 -6.4322
C -1.9961 1.9837 -5.0657
H -1.9339 4.0317 -4.2598
H 0.7854 3.2313 -3.5466
H -0.1742 4.3630 -5.6025
H 0.6652 1.5757 -5.6499
H 0.6616 2.7451 -6.9739
H -1.3437 0.9083 -6.8484
H -1.7899 2.5975 -7.1425
H -1.8263 1.0600 -4.5124
H -3.0722 2.1329 -5.1199
```

Summary:
⟨S²⟩: 8.77
HOMO level (spin up / spin down), Eh: -0.2822 / -0.3018
E_LUMO (spin up / spin down), eV: 0.288 / -1.460
Gap between HOMO and LUMO (spin up / spin down), eV: 7.97 / 6.75
Spin multiplicity: 6

---

# 6
Below is 3 unconnected molecules or ions with the total composition C24H52BN3O8P2, with properties calculated with ωB97M-V/def2-TZVPD.

Geometry as XYZ:
```
90
C24H52BN3O8P2 | the OMol25 dataset | ωB97M-V/def2-TZVPD
C 2.0204 -1.5107 2.3458
O 2.6310 -0.4365 1.6195
B 1.7737 0.2858 0.8278
O 0.7963 1.0729 1.4168
C 2.0298 0.2094 -0.7245
C 3.3723 1.0053 -0.9889
N 3.3958 1.5679 -2.3387
O 1.0158 0.8683 -1.5423
C -0.2587 0.4880 -1.3064
O -0.6039 -0.6621 -1.1078
P -1.4450 1.8581 -1.5109
C -3.0877 1.2376 -1.0276
C -0.9375 3.2825 -0.4823
P 2.4600 -1.5272 -1.2887
O 2.1315 -1.3841 -2.8765
O 1.3433 -2.5086 -0.6100
H 1.0040 -1.7105 2.0159
H 2.5888 -2.4090 2.1124
H 2.0556 -1.3570 3.4203
H 1.1224 1.9661 1.5402
H 3.3749 1.8330 -0.2805
H 4.2108 0.3415 -0.8073
H 4.0316 1.0271 -2.9082
H 3.7334 2.5169 -2.3291
H -3.0895 0.1522 -0.9843
H -3.4832 1.6802 -0.1174
H -3.7711 1.5170 -1.8264
H -1.4379 3.3401 0.4811
H -1.1818 4.1868 -1.0323
H 0.1421 3.2579 -0.3664
H 1.6019 -0.6010 -3.0876
H 0.5288 -2.5756 -1.1214
C 8.3591 -4.8927 4.6434
C 7.5057 -4.0670 5.6452
C 6.2902 -4.8629 6.1362
C 5.1337 -4.9647 5.1425
C 4.7675 -3.5789 4.6103
C 5.9706 -2.8503 4.0164
N 7.0878 -2.7829 5.0064
O 6.8278 -1.8968 5.9118
C 6.3933 -3.5724 2.7246
C 5.5765 -1.4489 3.5747
C 8.4061 -3.8141 6.8496
H 8.6513 -4.2954 3.7823
H 9.2926 -5.2222 5.0976
H 7.8415 -5.7820 4.2815
H 5.9055 -4.3829 7.0417
H 6.6190 -5.8607 6.4342
H 5.3834 -5.6422 4.3220
H 4.2655 -5.3976 5.6430
H 3.9875 -3.6646 3.8512
H 4.3411 -2.9856 5.4256
H 7.2628 -3.0909 2.2751
H 5.5789 -3.5173 2.0020
H 6.6197 -4.6270 2.8526
H 5.1744 -0.8510 4.3909
H 4.8065 -1.5076 2.8063
H 6.4285 -0.9162 3.1494
H 9.2675 -3.1996 6.5842
H 8.7697 -4.7738 7.2156
H 7.8759 -3.3328 7.6691
C -6.5900 2.4884 -6.1059
C -6.8965 2.0414 -4.6500
C -8.3436 1.5566 -4.5038
C -9.3984 2.6602 -4.4493
C -9.0109 3.7123 -3.4103
C -7.6097 4.2712 -3.6464
N -6.6050 3.1664 -3.7097
O -6.3743 2.7073 -2.5232
C -7.6218 5.1068 -4.9383
C -7.2370 5.2497 -2.5407
C -5.9833 0.8502 -4.3790
H -6.0402 3.4269 -6.1274
H -5.9514 1.7675 -6.6141
H -7.4911 2.6070 -6.7089
H -8.4228 0.9793 -3.5771
H -8.5665 0.8628 -5.3169
H -9.5360 3.1171 -5.4327
H -10.3616 2.2249 -4.1770
H -9.7319 4.5320 -3.4220
H -9.0680 3.2655 -2.4129
H -6.6315 5.5118 -5.1509
H -8.3004 5.9501 -4.8111
H -7.9623 4.5686 -5.8178
H -7.2733 4.7915 -1.5544
H -7.9399 6.0822 -2.5447
H -6.2353 5.6528 -2.6972
H -4.9306 1.1362 -4.4097
H -6.1563 0.1007 -5.1504
H -6.1883 0.3812 -3.4183
```

Summary:
⟨S²⟩: 2.01
HOMO level (spin up / spin down), Eh: -0.2992 / -0.2992
E_LUMO (spin up / spin down), eV: 0.350 / 0.210
Gap between HOMO and LUMO (spin up / spin down), eV: 8.49 / 8.35
Spin multiplicity: 3

---

| no. | strongest force on any atom (eV/A) |
| --- | --- |
| 1 | 3.8 |
| 2 | 10.1 |
| 3 | 1.0 |
| 4 | 5.7 |
| 5 | 1.2 |
| 6 | 2.0 |